A single CH5N3O molecule, computed with wB97M-V/def2-TZVPD.

Computed properties:
HOMO-LUMO gap in eV: 10.4
Lowest unoccupied orbital energy in eV: 0.90
SMILES string: N/N=C/NO
Strongest force on any atom in eV/Å: 5.4

The geometry in ORCA input format:
```
! RIJCOSX wB97M-V def2-TZVPD def2/J DEFGRID3
* xyz 0 1
N -1.91 -0.02 -0.09
N -0.49 -0.59 -0.43
C 0.22 0.47 -0.34
N 1.62 0.49 -0.26
O 2.11 -0.75 -0.15
H -2.08 -0.43 0.98
H -2.67 -0.58 -0.69
H 0.06 1.49 0.03
H 1.90 1.11 0.40
H 1.24 -1.18 0.55
*
```


A single C3H3Cl molecule, computed with wB97M-V/def2-TZVPD.

Computed properties:
HOMO-LUMO gap in eV: 10.3
Lowest unoccupied orbital energy in eV: 0.99
SMILES string: ClC1=CC1
Strongest force on any atom in eV/Å: 1.4

The geometry in ORCA input format:
```
! RIJCOSX wB97M-V def2-TZVPD def2/J DEFGRID3
* xyz 0 1
Cl 0.41 2.41 -0.10
C 0.28 0.74 -0.02
C 0.82 -0.44 0.05
C -0.70 -0.39 -0.01
H 1.66 -1.07 0.12
H -1.20 -0.67 -0.92
H -1.28 -0.58 0.89
*
```


A single C11H10 molecule, computed with wB97M-V/def2-TZVPD.

Computed properties:
HOMO-LUMO gap (alpha / beta) in eV: 2.4 / 7.3
Lowest unoccupied orbital energy (alpha / beta) in eV: -2.12 / -1.29
Strongest force on any atom in eV/Å: 6.1

The geometry in ORCA input format:
```
! RIJCOSX wB97M-V def2-TZVPD def2/J DEFGRID3
* xyz 0 3
C 2.88 -0.64 -0.27
C -1.75 -2.22 0.49
C -0.76 -2.07 1.29
C 1.84 0.17 0.35
C 1.64 -1.03 -0.51
C 0.75 0.93 0.34
C 0.30 -1.11 -0.98
C -0.76 -1.17 0.07
C -0.36 0.18 -0.37
C 0.37 2.25 0.96
C -1.33 1.07 -1.14
H 3.92 -1.03 -0.09
H -2.73 -2.62 0.30
H -0.22 -2.27 2.18
H 0.06 -1.66 -1.88
H 1.00 2.31 1.77
H -0.68 2.22 1.24
H 0.60 2.96 0.29
H -1.71 0.41 -1.89
H -0.97 1.93 -1.65
H -2.09 1.37 -0.50
*
```